Computed, not measured: a 3-piece molecular cluster, C3H6N3O4 overall at a distorted geometry, with ωB97M-V with the def2-TZVPD basis set.

LUMO in eV: 3.651
Energy above the lowest of the compared OMol25 structures with the same formula, charge and spin in kJ/mol: 151.9
Frontier orbital gap in eV: 8.078
2S+1: 1
Net charge: -1

Each line ends with the Mulliken charge.
Geometry (Å):
C1 -0.87224 -2.25484 0.47312  0.631
C2 -1.60941 0.01266 -0.59533  -0.749
C3 -0.55158 -1.06628 -0.30145  0.057
N1 2.94867 0.06285 -0.95213  -0.638
N2 2.99169 0.96405 -0.27847  1.075
N3 -1.45831 1.00318 0.46785  -0.713
O1 -0.75250 -2.47133 -0.82094  -0.460
O2 1.26221 1.37491 0.39538  -0.932
O3 -1.19968 -2.77926 1.44008  -0.524
O4 3.61119 1.71931 0.38010  -0.674
H1 -2.57807 -0.33282 -0.67431  0.452
H2 -1.51511 0.38647 -1.64960  0.226
H3 0.40645 -0.77807 -0.48818  0.379
H4 1.42688 2.08385 0.90027  0.174
H5 -0.49227 1.46529 0.33619  0.454
H6 -1.61794 0.61004 1.36741  0.241

Forces on atoms 1 to 6 (eV/Å):
1.193 3.445 -3.447
2.307 0.313 -0.088
-2.876 -0.027 0.105
-0.489 -0.560 -1.052
0.140 -2.135 -0.620
0.407 1.592 -2.350


Computed, not measured: a 2-piece molecular cluster, C10H16NO3S overall at a distorted geometry, with ωB97M-V with the def2-TZVPD basis set.

⟨S²⟩: 2.01
LUMO (alpha / beta) in eV: 3.294 / 2.497
Frontier orbital gap (alpha / beta) in eV: 4.106 / 7.185
2S+1: 3
Net charge: -1

Each line ends with the Mulliken charge.
Geometry (Å):
C1 0.55691 1.86858 0.23045  0.024
C2 -2.06296 0.62455 1.06566  -0.410
C3 2.02435 1.52993 -0.04867  -1.054
C4 1.19923 0.05450 -1.91381  -1.304
C5 -0.28397 0.44271 -1.58840  -0.868
C6 1.93626 0.01829 -0.48900  -0.146
C7 -0.15617 0.56793 -0.00263  0.846
C8 0.77596 -0.48827 0.43648  1.327
C9 0.43412 -1.94806 0.03606  -1.730
C10 1.16127 -0.36986 1.86408  -1.888
N1 -4.54613 0.19286 0.93323  -0.687
O1 -3.13543 -0.85521 -0.86136  -0.690
O2 0.12365 2.96031 0.50751  -0.681
O3 -3.59936 1.59016 -0.94756  -0.700
S1 -3.20356 0.42720 -0.16927  1.184
H1 -1.95973 1.73243 1.23861  0.218
H2 2.45282 2.22035 -0.92800  0.301
H3 2.61537 1.77418 0.84081  0.291
H4 1.07123 -0.99790 -2.19716  0.345
H5 1.72777 0.73921 -2.51132  0.541
H6 -0.55218 1.46131 -2.06434  0.361
H7 -0.99807 -0.36676 -1.74681  0.407
H8 2.83054 -0.59010 -0.32148  0.628
H9 1.35122 -2.54530 0.01903  0.441
H10 0.02477 -1.99683 -1.04557  0.255
H11 -0.22155 -2.50096 0.80873  0.311
H12 0.17016 -0.35164 2.33555  0.395
H13 1.71536 0.58872 2.08317  0.289
H14 1.77770 -1.14671 2.28305  0.465
H15 -5.35040 0.04761 0.34606  0.261
H16 -4.42009 -0.66338 1.40637  0.267

Forces on atoms 1 to 6 (eV/Å):
-0.035 -1.918 -0.500
0.622 2.030 -1.757
1.372 0.889 -1.862
-0.458 -1.929 2.462
0.431 1.972 1.677
-1.198 1.203 0.072


Computed, not measured: C19H21CoN3Sb as an isolated structure at a distorted geometry, with ωB97M-V with the def2-TZVPD basis set.

⟨S²⟩: 6.01
LUMO (alpha / beta) in eV: -6.123 / -9.313
Frontier orbital gap (alpha / beta) in eV: 9.679 / 6.512
2S+1: 5
Net charge: +2

Each line ends with the Mulliken charge.
Geometry (Å):
Co1 0.00341 -0.00371 0.67906  0.272
C1 -1.55859 2.68489 1.79316  -1.421
C2 -1.53229 2.65019 0.30706  1.107
C3 -2.12439 3.67549 -0.42864  -0.697
C4 -2.10389 3.64469 -1.80844  -0.526
C5 -1.48559 2.57139 -2.43384  -0.692
C6 -0.91489 1.58419 -1.64864  0.268
N1 -0.93589 1.61919 -0.31874  0.005
Sb1 0.02001 -0.03521 -2.80874  0.883
C7 1.87331 -0.02371 -1.61524  0.277
C8 3.02431 -0.03021 -2.38514  -0.688
C9 4.25251 -0.01521 -1.74084  -0.524
C10 4.26901 0.01319 -0.36144  -0.705
C11 3.07481 0.01819 0.35666  1.134
C12 3.09511 0.05509 1.84116  -1.436
N2 1.89301 -0.00101 -0.28554  -0.014
C13 -0.91899 -1.63241 -1.61664  0.291
C14 -1.48649 -2.63401 -2.38614  -0.689
C15 -2.11569 -3.68911 -1.74214  -0.528
C16 -2.14349 -3.69221 -0.36254  -0.700
C17 -1.55359 -2.65361 0.35556  1.142
C18 -1.58399 -2.65841 1.84056  -1.447
N3 -0.94719 -1.63901 -0.28684  -0.011
H1 -2.12399 3.53749 2.15766  0.446
H2 -2.01949 1.77719 2.17996  0.238
H3 -0.54429 2.75859 2.18486  0.238
H4 -2.59759 4.48869 0.09766  0.425
H5 -2.55909 4.43329 -2.38924  0.440
H6 -1.44439 2.49969 -3.51144  0.411
H7 2.95591 -0.04721 -3.46424  0.410
H8 5.17061 -0.01971 -2.30934  0.440
H9 5.20191 0.03389 0.17726  0.425
H10 4.10671 0.14589 2.22276  0.445
H11 2.51711 0.90349 2.20166  0.241
H12 2.66471 -0.85951 2.24596  0.243
H13 -1.43629 -2.58461 -3.46514  0.409
H14 -2.56919 -4.48771 -2.31034  0.440
H15 -2.62019 -4.49431 0.17636  0.424
H16 -2.04869 -3.56031 2.22596  0.444
H17 -0.57149 -2.59991 2.23506  0.243
H18 -2.15289 -1.80471 2.20626  0.245
C19 -0.00409 0.01449 2.75736  -1.607
H19 0.50011 -0.86081 3.16236  0.571
H20 -1.02529 0.01839 3.13306  0.564
H21 0.49941 0.89919 3.14196  0.564

Forces on atoms 1 to 6 (eV/Å):
0.310 0.516 -0.700
0.080 -0.126 0.123
-0.323 0.525 -0.221
0.118 -0.184 0.075
0.028 -0.071 0.007
0.037 -0.018 0.246


Computed, not measured: one molecule with the formula C10H12S at a distorted geometry, with ωB97M-V with the def2-TZVPD basis set.

LUMO (alpha / beta) in eV: 0.117 / -0.334
Energy above the lowest of the compared OMol25 structures with the same formula, charge and spin in kJ/mol: 311.9
Frontier orbital gap (alpha / beta) in eV: 7.213 / 7.759
2S+1: 1

Each line ends with the Mulliken charge.
Geometry (Å):
C1 -3.19552 -1.11279 -0.16298  -0.483
C2 -3.07921 1.30248 0.26472  -0.575
C3 -1.94288 -0.74698 -0.04007  -0.442
C4 -1.82062 0.68900 0.15390  1.036
C5 -0.75489 -1.70013 0.28834  -0.849
C6 -0.56978 1.24639 0.29935  -1.105
C7 0.45533 -0.95640 0.79505  -1.094
C8 0.63572 0.35452 0.07558  2.224
C9 1.87345 1.00411 0.70004  -1.476
C10 0.82632 0.06503 -1.47557  -1.295
S1 -4.38967 0.17217 -0.00323  -0.122
H1 -3.60405 -2.11243 -0.36618  0.421
H2 -3.34697 2.24168 -0.09967  0.352
H3 -1.03927 -2.31794 1.08082  0.471
H4 -0.50330 -2.24885 -0.62233  0.340
H5 -0.33357 2.22129 0.70121  0.351
H6 0.48024 -1.07196 1.84718  0.301
H7 1.74138 2.16552 0.76532  0.268
H8 2.85306 0.60289 0.40547  0.347
H9 1.99822 0.86613 1.79545  0.376
H10 -0.06321 -0.68055 -1.88236  0.232
H11 1.72898 -0.49556 -1.66849  0.391
H12 0.91383 1.01118 -2.06112  0.329

Forces on atoms 1 to 6 (eV/Å):
-3.117 -1.333 -0.686
-0.403 -1.628 -0.821
2.067 0.173 1.174
-0.633 0.176 0.523
0.183 1.366 -1.491
1.018 -0.702 0.240